Entry 1:
# BBrClI

A molecular structure, BBrClI at a distorted geometry (the ωB97M-V functional and the def2-TZVPD basis, the OMol25 dataset).

Its spin multiplicity is 1. The value obtained for the relative energy (zero: lowest compared OMol25 entry of this formula, charge and spin) is 15.50 kcal per mole.

Positions of all 4 atoms, in Å:
Cl (-1.31, 0.39, -1.12)
Br (-0.13, 0.79, 1.72)
I (1.66, -0.88, -0.73)
B (-0.22, -0.31, 0.13)

***

Entry 2:
# BCd3H24O18P2

A molecular structure, BCd3H24O18P2 at a distorted geometry (the ωB97M-V functional and the def2-TZVPD basis, the OMol25 dataset).

Its spin multiplicity is 1. The value obtained for the relative energy (zero: lowest compared OMol25 entry of this formula, charge and spin) is 262.95 kcal per mole. Its total charge is -1.

Positions of all 48 atoms, in Å:
Cd (-1.82, -1.90, -1.54)
Cd (2.10, -2.66, 2.61)
Cd (-1.55, 2.45, -1.10)
P (-4.00, 0.55, -3.15)
O (-3.63, 0.41, -1.65)
O (-3.21, 1.81, -3.52)
O (-5.39, 0.33, -3.80)
O (-3.30, -0.74, -3.74)
P (0.64, 0.04, 0.45)
O (0.23, 0.09, -1.02)
O (2.07, -0.16, 0.98)
O (0.01, -1.41, 0.80)
O (-0.23, 1.14, 1.08)
B (-0.26, -4.56, -2.50)
H (-0.45, -5.15, -1.62)
H (-1.21, -4.32, -2.95)
H (0.31, -3.67, -2.30)
H (0.26, -5.14, -3.25)
O (-3.11, 4.87, 0.01)
H (-3.99, 5.21, 0.15)
H (-2.53, 5.60, 0.21)
O (4.36, 1.72, 3.54)
H (3.89, 1.16, 2.93)
H (3.71, 2.35, 3.84)
O (5.13, 0.30, -1.63)
H (4.58, 0.10, -2.38)
H (4.54, 0.26, -0.88)
O (2.70, -4.42, 0.31)
H (1.96, -4.59, -0.27)
H (3.47, -4.67, -0.20)
O (1.23, -0.95, 5.03)
H (1.27, -1.11, 5.97)
H (0.64, -0.20, 4.93)
O (2.82, -0.31, -4.64)
H (2.03, -0.10, -4.15)
H (3.06, 0.52, -5.07)
O (-2.50, 0.93, 4.17)
H (-2.00, 1.17, 3.38)
H (-3.22, 1.57, 4.19)
O (0.72, 4.37, -1.76)
H (1.63, 4.35, -1.49)
H (0.61, 5.22, -2.19)
O (0.59, 3.80, 3.83)
H (-0.21, 3.72, 4.36)
H (0.36, 3.38, 3.00)
O (-3.92, -3.74, 0.00)
H (-3.80, -4.48, 0.60)
H (-4.59, -3.20, 0.41)

***

Entry 3:
# BCsF4

A molecular structure, BCsF4 at a distorted geometry (the ωB97M-V functional and the def2-TZVPD basis, the OMol25 dataset).

Its spin multiplicity is 1. The value obtained for the relative energy (zero: lowest compared OMol25 entry of this formula, charge and spin) is 11.50 kcal per mole.

Positions of all 6 atoms, in Å:
Cs (-2.12, 1.39, -1.50)
B (0.44, -0.25, 0.32)
F (1.27, -0.84, -0.61)
F (0.74, -0.69, 1.60)
F (0.47, 1.08, 0.09)
F (-0.79, -0.71, 0.10)

***

Respective Kohn-Sham gap values: 8.6; 2.1; 9.9 eV.